A cluster of 7 separate species, C24H46O16 in total at a distorted geometry. Source: the OMol25 dataset; level of theory: wB97M-V/def2-TZVPD.

```
86
Properties=species:S:1:pos:R:3:forces:R:3
C 2.6269 -3.9541 -2.4920 -0.53 0.35 -0.80
O 3.9592 -3.5058 -2.7412 0.26 -0.24 0.28
C 4.4123 -3.7456 -3.9746 -0.37 0.04 -0.20
O 3.7259 -3.9242 -4.9471 0.14 -0.14 0.12
O 5.7390 -3.7510 -3.9368 0.33 0.16 0.39
C 6.3834 -4.0674 -5.1569 0.20 0.19 -1.09
H 2.4658 -4.9388 -2.9295 0.15 -0.17 0.36
H 1.9056 -3.3116 -3.0046 0.10 0.14 0.15
H 2.4706 -3.9122 -1.4210 0.08 -0.15 0.05
H 7.4584 -3.9420 -5.0595 -0.05 -0.09 0.57
H 6.0919 -3.3825 -5.9571 -0.29 -0.10 0.12
H 6.1590 -5.0865 -5.4681 -0.06 0.01 0.06
C -2.7963 2.8466 2.0674 0.05 0.15 0.12
O -2.2468 3.3456 0.8433 -0.33 0.24 -0.25
C -1.0742 3.9411 0.9287 0.17 0.19 -0.07
O -0.4200 4.0916 1.9269 0.15 -0.10 0.25
O -0.7273 4.3685 -0.2928 -0.07 -0.33 -0.24
C 0.6428 4.7691 -0.4626 -0.61 0.33 0.39
H -2.0566 2.2162 2.5511 -0.21 -0.21 0.06
H -3.6892 2.3074 1.7756 0.12 -0.24 0.02
H -3.0834 3.6571 2.7393 0.17 0.12 -0.11
H 0.6200 5.5146 -1.2506 0.16 -0.08 -0.11
H 1.2392 3.9030 -0.7387 0.12 0.02 0.01
H 0.9782 5.2205 0.4679 0.29 -0.08 -0.07
C -5.5988 0.7557 -1.2003 0.43 -0.99 -0.54
O -5.8678 1.3009 -2.4975 -0.28 0.24 0.13
C -4.9088 1.1344 -3.3996 0.00 -0.03 -0.38
O -3.9713 0.3868 -3.3394 0.31 -0.20 0.21
O -5.1739 1.9391 -4.4239 -1.15 0.53 -0.13
C -4.4323 1.7745 -5.6088 1.08 -0.30 -0.37
H -6.5363 0.4934 -0.7216 -0.18 0.70 0.08
H -4.9523 1.4557 -0.6794 -0.17 -0.11 0.41
H -5.0978 -0.2053 -1.3341 0.33 0.19 0.12
H -3.3755 1.7705 -5.3346 0.01 -0.16 -0.35
H -4.6165 2.5840 -6.3102 -0.26 0.35 0.48
H -4.6902 0.8673 -6.1588 0.01 -0.22 0.40
C -6.9597 -2.6624 6.1943 -0.24 0.28 0.61
O -5.9556 -2.5818 5.1990 0.30 0.02 -0.09
C -6.2586 -1.9749 4.0477 -0.13 -0.11 0.39
O -7.3498 -1.6326 3.6849 -0.27 0.04 0.03
O -5.1233 -1.7950 3.3929 0.13 -0.21 -0.23
C -5.2221 -1.0798 2.1760 0.45 0.62 -1.13
H -7.6390 -1.8109 6.1614 -0.10 -0.14 -0.32
H -6.4523 -2.6039 7.1570 0.15 -0.17 -0.11
H -7.5038 -3.6033 6.1445 -0.07 0.03 -0.20
H -5.4702 -1.6690 1.2868 -0.22 -0.53 0.49
H -4.2212 -0.7024 1.9670 -0.06 0.19 0.22
H -5.9544 -0.2734 2.2150 0.11 0.01 0.31
O -2.1986 0.4054 0.4092 -0.33 0.01 0.12
C -1.2895 0.0877 -0.2974 -0.27 0.08 -0.64
C -0.6651 0.8786 -1.4611 -0.50 -0.20 1.26
C 0.7508 0.3246 -1.4099 0.27 -0.37 -1.45
C 0.5399 -1.1168 -0.9488 0.37 -0.18 1.46
O -0.6709 -1.0997 -0.1672 0.22 -0.11 -0.14
H -1.2489 0.6515 -2.3549 0.19 -0.18 -0.09
H -0.8392 1.9260 -1.2209 0.41 0.11 -0.20
H 1.2598 0.2642 -2.3756 -0.11 0.39 -0.04
H 1.4047 0.8866 -0.7451 -0.13 -0.07 0.22
H 0.5015 -1.9161 -1.6875 -0.39 0.40 -0.43
H 1.3218 -1.4274 -0.2498 0.02 0.08 -0.06
C 5.5676 -1.1280 -1.1073 1.66 0.02 -0.16
C 6.4775 -0.6853 0.0723 -0.33 0.26 0.06
C 5.5099 0.0778 0.9830 -0.34 -1.32 0.58
O 4.4157 0.4716 0.1769 0.07 0.90 -0.47
C 4.2070 -0.5251 -0.8146 0.03 -0.55 0.74
H 5.6142 -2.2132 -1.1396 -0.57 -0.03 -0.12
H 6.0681 -0.8032 -2.0220 -0.56 0.19 -0.20
H 7.2991 -0.0139 -0.1753 -0.01 -0.18 -0.48
H 6.8935 -1.5989 0.4916 0.11 0.28 0.52
H 5.9286 0.9296 1.5115 -0.01 0.22 -0.27
H 5.1338 -0.6179 1.7531 0.00 0.11 0.04
H 3.6954 -0.1097 -1.6786 0.04 0.22 0.04
H 3.5612 -1.2817 -0.3465 -0.05 -0.15 -0.29
C 2.0663 1.9967 4.0905 0.18 0.18 -0.33
C 2.6524 1.6210 2.7223 -1.19 0.37 -0.02
C 1.9442 0.2910 2.4182 0.95 -0.11 0.00
O 0.8211 0.1947 3.2706 -0.19 0.06 0.16
C 0.6683 1.4269 3.9748 0.01 -0.16 0.47
H 2.0439 3.0797 4.2142 0.09 -0.04 0.20
H 2.6133 1.5308 4.9114 -0.02 0.02 0.03
H 3.7345 1.5966 2.6802 0.03 -0.07 -0.12
H 2.2416 2.3631 2.0300 0.47 0.07 -0.15
H 2.6506 -0.5228 2.6227 -0.29 -0.23 0.02
H 1.6287 0.2072 1.3773 0.01 0.07 -0.06
H 0.2486 1.2119 4.9587 -0.15 -0.11 -0.10
H -0.0045 2.1098 3.4477 0.10 -0.01 -0.10
```
Forces are in eV/Å.

- Charge: 0
- DFT total energy: -2145.89599 hartree
- Spin multiplicity: 1
- SMILES string: COC(=O)OC.COC(=O)OC.COC(=O)OC.COC(=O)OC.O=C1CCCO1.C1CCOC1.C1CCOC1
- E_LUMO: 0.52 eV